Computed, not measured: a molecular structure, C5H12O2, with wB97M-V/def2-TZVPD.

Summary:
- Energy relative to the best compared isomer or geometry (same formula, charge and spin): 88.5 kcal/mol
- Spin multiplicity: 1
- LUMO energy: 0.6 eV
- Total charge: 0
- Kohn-Sham gap: 9.42 eV

Last column: natural (NBO) charge in e.
Cartesian coordinates (Å):
O (-0.337, 0.071, 1.279)  -0.67
C (-0.238, 1.310, 1.984)  -0.26
H (-0.411, 2.149, 1.300)  0.18
H (-1.279, 0.018, -2.607)  0.15
H (0.536, 0.854, -1.036)  0.22
C (-0.224, -1.173, -1.121)  -0.53
C (1.881, -0.362, 0.171)  -0.68
H (-0.499, -1.893, -0.346)  0.23
C (-1.469, -0.416, -1.599)  -0.05
H (1.784, -1.226, 0.828)  0.23
H (0.751, 1.400, 2.447)  0.17
O (-1.664, 0.564, -0.619)  -0.82
H (2.619, -0.553, -0.614)  0.23
H (0.369, -1.730, -1.874)  0.23
H (-1.272, 0.232, 0.435)  0.50
H (-0.978, 1.396, 2.803)  0.20
H (-2.345, -1.073, -1.722)  0.16
C (0.579, -0.080, -0.451)  0.28
H (2.198, 0.514, 0.741)  0.23

=====

Computed, not measured: a molecular structure, C32H85O11Zn, with wB97M-V/def2-TZVPD.

Summary:
- Energy relative to the best compared isomer or geometry (same formula, charge and spin): 124.6 kcal/mol
- Spin multiplicity: 1
- LUMO energy: -3.5 eV
- Total charge: +1
- Kohn-Sham gap: 7.59 eV

Last column: Mulliken charge in e.
Cartesian coordinates (Å):
O (27.727, 20.377, 2.453)  -0.39
H (22.148, 25.042, -3.864)  0.45
H (32.383, 24.257, 2.740)  0.36
H (28.031, 24.911, 6.518)  0.06
C (27.147, 24.860, 7.154)  0.59
C (25.108, 25.917, -4.174)  -1.44
H (28.607, 23.788, -1.422)  -0.30
C (31.978, 23.694, 1.899)  -1.57
C (31.077, 22.645, -1.948)  -1.31
C (30.560, 23.454, 2.181)  1.30
C (22.460, 22.421, 3.411)  -0.10
H (29.756, 27.583, 3.128)  0.45
H (22.973, 23.061, 2.693)  -0.51
H (31.717, 22.327, -2.771)  0.48
H (28.149, 23.495, -3.700)  0.37
H (26.326, 25.888, 8.633)  0.38
H (27.132, 28.768, -0.384)  0.44
C (25.991, 25.165, 6.220)  -0.87
H (25.799, 25.055, -1.965)  -0.46
H (25.401, 20.945, 4.867)  0.44
H (30.997, 22.526, 4.203)  0.43
C (26.276, 21.055, 4.227)  -1.38
H (24.053, 26.227, -0.441)  0.12
C (22.785, 25.185, -2.992)  -1.51
H (30.257, 24.112, 4.122)  -0.02
O (27.425, 23.380, 1.256)  2.53
H (22.454, 23.038, 4.309)  0.31
H (25.111, 27.006, -4.150)  0.30
H (24.588, 25.706, -5.108)  0.47
C (21.822, 25.746, 1.139)  -1.00
H (22.949, 21.448, 3.461)  0.30
H (23.408, 21.723, -0.531)  0.55
C (26.397, 20.287, 2.870)  1.95
H (24.881, 18.838, 3.437)  0.37
H (32.235, 24.376, 1.088)  0.31
H (31.413, 23.575, -1.491)  0.21
O (30.250, 22.332, 1.475)  -0.10
H (19.828, 21.313, 1.470)  0.40
C (27.752, 26.902, -1.450)  0.88
C (24.291, 21.417, 0.031)  -1.41
H (25.946, 18.184, 2.032)  0.34
H (27.402, 25.176, -0.447)  -0.84
H (29.292, 22.613, 3.573)  -0.14
H (22.909, 26.222, 3.445)  0.34
H (25.826, 20.700, 2.039)  -1.09
C (23.317, 26.798, 2.614)  -1.78
H (31.650, 27.846, 6.275)  0.45
O (23.865, 26.808, 0.299)  -0.60
O (32.283, 28.753, 3.618)  -0.52
H (22.814, 27.760, 2.516)  0.45
H (28.881, 28.270, -2.798)  0.38
O (20.467, 21.300, 3.906)  -0.58
H (21.628, 24.896, 1.793)  0.03
H (29.543, 22.923, -4.448)  0.49
H (22.479, 26.142, -2.568)  0.39
H (24.563, 21.790, -2.753)  0.34
H (27.648, 24.842, 3.666)  0.11
Zn (28.355, 21.699, 0.647)  0.02
O (27.992, 25.553, -1.104)  -0.47
H (26.986, 22.632, 7.210)  0.22
C (25.513, 21.519, -0.911)  1.68
C (25.266, 21.062, -2.349)  -1.68
O (26.662, 20.839, -0.462)  -0.23
H (26.034, 26.181, 5.826)  0.30
H (26.784, 27.377, 0.517)  0.12
H (31.169, 26.986, 2.078)  0.39
H (21.094, 26.479, 1.488)  0.34
C (30.252, 23.119, 3.673)  -0.70
H (32.763, 28.963, 4.422)  0.36
H (26.289, 24.838, 0.895)  -0.68
H (21.210, 20.696, 3.977)  0.39
H (21.389, 20.506, 1.640)  0.18
H (30.451, 26.050, 3.227)  -0.23
H (28.296, 19.820, 2.990)  0.33
C (31.109, 27.422, 5.430)  -1.32
H (26.100, 25.481, -4.290)  0.28
H (21.566, 25.552, 0.097)  0.22
H (27.829, 26.154, 2.602)  -0.22
H (25.846, 24.558, 5.327)  -0.02
H (29.084, 26.544, -3.168)  0.33
C (26.591, 24.375, 1.834)  0.86
H (25.058, 24.947, 6.740)  0.49
H (26.031, 23.437, 8.432)  0.36
C (20.978, 22.187, 3.002)  -0.07
C (29.224, 23.424, -3.534)  -1.68
C (24.315, 25.031, -3.163)  1.30
H (31.321, 21.927, -1.165)  0.28
H (21.388, 22.168, 1.012)  0.06
H (32.560, 22.775, 1.835)  0.51
C (23.308, 26.006, 1.329)  2.39
H (27.047, 20.712, 4.917)  0.51
H (30.106, 27.850, 5.434)  0.33
C (31.804, 27.491, 4.105)  0.31
H (32.624, 26.773, 4.083)  0.26
H (24.429, 22.067, 0.896)  -0.09
H (26.452, 18.301, 3.641)  0.53
H (31.090, 26.388, 5.775)  0.28
H (25.828, 22.558, -1.003)  -0.71
H (29.259, 21.452, -2.642)  0.45
C (30.728, 27.092, 3.069)  -0.81
H (24.140, 20.446, 0.502)  0.34
C (26.975, 23.484, 7.890)  -1.23
C (27.526, 27.773, -0.176)  -1.08
C (29.550, 22.480, -2.422)  0.60
C (25.835, 18.822, 2.909)  -1.68
H (29.891, 24.264, 1.895)  -0.45
O (24.869, 25.289, -1.925)  0.25
H (30.971, 21.719, 1.637)  0.22
H (24.385, 26.914, 2.794)  0.27
O (27.081, 25.901, 8.039)  -0.57
H (20.480, 23.153, 3.094)  0.38
H (28.453, 27.934, 0.373)  0.27
H (26.430, 25.907, 3.556)  0.13
H (27.715, 23.480, 8.689)  0.37
H (26.098, 21.248, -3.028)  0.41
H (26.770, 26.886, -1.922)  0.01
C (20.885, 21.472, 1.683)  -0.71
H (24.732, 20.120, -2.469)  0.44
H (25.777, 23.839, 2.322)  -0.57
H (24.498, 23.979, -3.380)  -0.22
H (26.712, 20.011, -0.945)  0.25
C (27.112, 25.384, 2.886)  -0.63
H (29.554, 24.458, -3.433)  0.27
O (28.847, 22.876, -1.238)  0.66
H (29.824, 27.259, -1.714)  0.32
H (26.535, 22.112, 4.165)  0.07
H (23.815, 25.054, 1.486)  -0.82
H (22.375, 24.510, -2.241)  0.25
C (28.951, 27.271, -2.367)  -1.51

=====

Computed, not measured: 7 unconnected molecules or ions with the total composition C20H56BrN4O8, with wB97M-V/def2-TZVPD.

Summary:
- Spin multiplicity: 1
- LUMO energy: 2.7 eV
- Total charge: -1
- Kohn-Sham gap: 8.58 eV

Last column: Mulliken charge in e.
Cartesian coordinates (Å):
H (-14.066, -2.623, 21.567)  0.14
C (-20.205, -5.404, 25.787)  -0.86
H (-20.931, -5.001, 26.550)  0.37
O (-19.667, -6.761, 26.034)  -0.39
H (-13.228, -3.572, 27.178)  0.24
H (-14.017, -5.637, 23.024)  0.12
H (-12.732, 1.426, 23.520)  0.45
H (-19.708, 2.851, 25.818)  0.26
H (-12.361, -1.383, 23.565)  0.03
C (-13.555, 1.663, 24.089)  -1.88
H (-14.744, -3.756, 24.780)  -0.10
H (-10.800, -0.941, 22.849)  0.24
C (-19.112, -4.401, 25.419)  0.93
C (-17.021, -0.207, 20.241)  0.39
C (-18.932, 1.444, 23.652)  0.88
H (-21.091, 2.230, 25.171)  0.30
H (-13.059, 2.015, 25.002)  0.43
C (-13.815, -3.175, 26.343)  -0.38
C (-20.378, 3.019, 24.969)  -1.52
H (-11.929, -4.862, 22.626)  0.35
H (-18.385, 1.188, 24.561)  -0.50
C (-14.200, -5.475, 21.935)  -1.16
H (-17.054, -0.830, 21.142)  -0.28
H (-14.112, 2.443, 23.623)  0.31
H (-15.685, 1.528, 19.529)  0.31
H (-20.785, 4.028, 25.103)  0.39
H (-16.325, 1.699, 24.627)  0.83
H (-15.225, -5.069, 21.874)  0.20
H (-18.203, 1.280, 22.910)  0.07
H (-20.472, -1.332, 22.944)  0.39
H (-19.928, -6.649, 28.173)  0.25
H (-20.631, 2.080, 22.516)  0.50
O (-15.078, -1.952, 27.732)  -0.66
C (-19.554, 2.877, 23.737)  0.36
H (-13.534, -3.446, 23.016)  0.16
O (-11.932, -2.514, 21.948)  -0.47
O (-16.861, -0.851, 19.175)  -0.61
H (-14.143, -6.412, 21.410)  0.45
C (-15.201, -2.642, 26.743)  -0.36
H (-18.827, -7.928, 27.484)  0.35
C (-11.865, -1.311, 22.649)  -0.65
H (-15.770, -3.465, 26.862)  0.70
H (-17.969, -2.908, 26.277)  -0.18
C (-19.623, -0.657, 22.932)  -0.22
H (-20.297, -3.872, 23.870)  0.21
H (-16.219, -1.540, 19.343)  0.35
H (-15.640, 1.047, 22.240)  0.24
N (-14.793, -0.130, 23.027)  1.25
H (-11.332, -4.312, 21.189)  0.39
C (-14.531, 0.529, 24.338)  1.13
N (-11.885, -5.032, 21.606)  -0.92
H (-18.825, -3.042, 24.183)  -0.22
H (-19.217, -3.517, 27.274)  0.38
O (-16.105, 1.515, 21.520)  -0.61
O (-15.812, 0.739, 26.335)  -0.49
N (-20.274, 3.041, 22.499)  -0.98
H (-18.266, -6.455, 27.456)  0.19
C (-17.082, 0.849, 26.966)  -0.92
C (-13.186, -4.548, 21.275)  -0.07
N (-19.694, -3.375, 24.543)  -0.64
H (-17.021, 0.705, 28.055)  0.33
O (-13.975, -4.059, 25.264)  -0.43
C (-13.228, -3.184, 22.023)  0.31
H (-18.856, -1.009, 23.645)  -0.15
C (-15.812, 0.805, 20.330)  -0.24
H (-18.770, 3.572, 23.851)  0.50
H (-19.218, -0.770, 21.961)  0.14
Br (-16.549, -2.836, 23.265)  -0.67
H (-15.619, -0.753, 23.060)  -0.56
H (-20.812, -5.538, 24.994)  0.42
H (-14.835, 0.243, 20.363)  0.02
C (-18.465, -3.803, 26.593)  -0.86
C (-15.926, 0.783, 24.975)  0.04
H (-16.621, 0.026, 24.707)  -0.25
H (-17.545, 1.791, 26.835)  0.43
H (-14.034, -0.275, 24.897)  -0.42
H (-19.577, 3.029, 21.736)  0.34
H (-12.360, -0.545, 22.030)  0.38
H (-17.721, -4.442, 27.097)  0.26
H (-18.365, -4.876, 24.815)  0.18
H (-14.553, -1.200, 27.503)  0.50
H (-17.769, 0.070, 26.679)  0.23
H (-13.281, -2.299, 25.928)  0.10
C (-19.192, -6.974, 27.357)  -0.61
O (-20.020, 0.644, 23.287)  -0.66
H (-13.293, -4.575, 20.238)  0.62
H (-15.637, -1.944, 25.993)  -0.02
H (-14.108, -0.864, 22.757)  -0.61
H (-18.024, 0.165, 20.113)  0.19

=====

Computed, not measured: a molecular structure, C24H16Cl5N4O6PmS2, with wB97M-V/def2-TZVPD.

Summary:
- Energy relative to the best compared isomer or geometry (same formula, charge and spin): 3.2 kcal/mol
- Spin multiplicity: 5
- Expectation value of S²: 6.00
- LUMO energy (alpha / beta): -6.4 / -6.4 eV
- Total charge: +2
- Kohn-Sham gap (alpha / beta): 6.39 / 6.40 eV

Last column: natural (NBO) charge in e.
Cartesian coordinates (Å):
C (0.820, -2.097, 2.868)  0.09
N (1.608, -1.972, 0.543)  -0.54
C (-0.691, -2.315, -3.673)  -0.16
C (-3.316, 1.220, 0.203)  0.41
O (-1.576, -3.793, -1.438)  -0.62
H (3.747, -2.215, -1.925)  0.26
C (2.450, 2.843, 1.405)  -0.31
H (0.820, 3.794, 2.403)  0.17
H (-0.228, -1.830, -5.713)  0.26
H (0.477, 0.471, -5.180)  0.24
Cl (-4.729, 3.389, -0.268)  0.13
C (0.795, -2.589, 4.134)  -0.40
C (-4.697, 1.659, 0.076)  -0.24
N (-2.234, 0.861, 0.302)  -0.39
H (-2.327, 0.336, 4.524)  0.25
C (2.389, -2.563, -0.324)  0.10
C (0.132, 0.215, -3.058)  0.08
C (1.097, 2.896, 1.835)  0.48
C (-1.443, 0.587, 3.939)  -0.66
Cl (4.917, 0.522, -0.716)  0.02
C (2.699, -2.039, -1.687)  -0.67
H (2.929, 4.706, 2.392)  0.24
N (0.054, -0.955, 2.689)  -0.56
C (3.315, 3.890, 1.793)  -0.13
H (-1.031, -3.322, -3.873)  0.27
Pm (0.140, 0.112, 0.426)  1.90
O (-1.202, -2.059, -0.081)  -0.59
Cl (-5.521, 1.296, 1.602)  0.12
C (2.932, 1.759, 0.612)  0.49
C (4.631, 3.882, 1.431)  -0.09
C (1.571, -2.655, 1.746)  0.10
O (2.190, 0.777, 0.217)  -0.82
H (-1.752, 0.947, 2.962)  0.23
H (1.300, -3.454, 4.529)  0.26
H (6.181, 2.819, 0.371)  0.26
C (5.137, 2.826, 0.654)  -0.15
C (0.511, 1.580, -2.529)  0.81
C (0.166, -0.192, -4.383)  -0.18
O (0.219, 1.853, -1.386)  -0.57
H (2.101, -2.539, -2.451)  0.23
H (2.430, -4.507, 2.561)  0.26
C (-1.179, -2.572, -1.183)  0.80
C (-0.547, -0.596, 3.800)  0.11
H (2.522, -0.967, -1.706)  0.25
Cl (-5.417, 0.732, -1.260)  0.11
O (1.141, 2.440, -3.286)  -0.60
C (-0.247, -1.484, -4.689)  -0.13
O (0.216, 2.032, 1.647)  -0.69
C (2.302, -3.801, 1.757)  -0.40
H (-0.931, 1.400, 4.455)  0.26
N (-0.284, -0.586, -2.079)  -0.43
S (-0.210, -1.631, 5.126)  0.55
H (1.361, 2.136, -4.174)  0.51
Cl (5.685, 5.155, 1.914)  0.06
C (4.309, 1.811, 0.257)  -0.13
C (-0.696, -1.814, -2.379)  0.09
S (3.089, -4.019, 0.260)  0.54
H (-1.903, -4.236, -0.640)  0.53

=====

Number 1: calculated total energy -348.0639 Ha. Number 2: calculated total energy -3876.7994 Ha. Number 3: calculated total energy -4190.3767 Ha. Number 4: calculated total energy -5300.0770 Ha.